# 1
Formula: C49H57BrKN5O8S2Se
Source: the Open Molecules 2025 dataset
Level of theory: the ωB97M-V functional and the def2-TZVPD basis

Summary:
total energy: -9149.0666 Eh
Kohn-Sham gap: 5.82 eV
E_HOMO: -0.076 Ha
net charge: -2

```
124
Properties=species:S:1:pos:R:3:lowdin_charge:R:1
K -0.10 -1.40 -0.36 0.771
C -3.81 -4.02 3.91 -0.038
C -3.97 -3.17 2.69 -0.250
C -4.66 -3.62 1.57 -0.029
C -4.72 -2.84 0.43 -0.113
C -4.05 -1.63 0.47 -0.719
Br -3.95 -0.57 -1.12 0.843
N -3.43 -1.14 1.51 0.076
C -3.40 -1.91 2.61 -0.103
H -4.77 -4.31 4.34 0.074
H -3.24 -3.49 4.68 0.077
H -3.26 -4.93 3.67 0.067
H -5.11 -4.60 1.57 0.119
H -5.18 -3.19 -0.48 0.095
H -2.86 -1.50 3.45 0.110
C 2.86 5.16 -0.64 -0.062
C 1.96 4.84 0.55 -0.370
C 2.02 5.96 1.60 -0.067
C 0.52 4.61 0.13 -0.123
C -0.11 5.66 -0.53 -0.059
C -1.46 5.65 -0.81 -0.104
C -2.22 4.57 -0.36 -0.056
C -1.64 3.50 0.31 -0.135
C -2.51 2.46 0.97 -0.366
C -2.53 2.72 2.49 -0.068
C -3.96 2.46 0.48 -0.123
C -0.24 3.47 0.47 -0.134
N 0.31 2.39 1.21 0.123
C 1.31 1.70 0.81 -0.097
C 2.10 1.72 -0.45 -0.150
C 3.46 1.92 -0.30 -0.106
C 4.32 2.07 -1.39 -0.139
C 3.74 2.03 -2.66 -0.137
C 2.41 1.76 -2.84 -0.062
C 1.54 1.44 -1.75 -0.286
N 0.35 0.88 -1.84 0.029
C -0.08 0.35 -3.07 -0.210
C -1.19 0.94 -3.71 -0.144
C -1.70 0.39 -4.88 -0.053
C -1.13 -0.74 -5.44 -0.094
C -0.04 -1.33 -4.82 -0.046
C 0.50 -0.81 -3.64 -0.130
C 1.70 -1.54 -3.03 -0.369
C 1.44 -3.04 -2.88 -0.068
C 2.97 -1.36 -3.87 -0.054
C -1.77 2.21 -3.11 -0.370
C -3.24 2.44 -3.45 -0.091
C -0.93 3.42 -3.54 -0.043
H 3.91 5.23 -0.33 0.078
H 2.59 6.11 -1.10 0.068
H 2.79 4.38 -1.40 0.066
H 2.34 3.94 1.03 0.105
H 1.66 6.91 1.19 0.069
H 3.05 6.11 1.94 0.072
H 1.41 5.71 2.47 0.081
H 0.48 6.53 -0.81 0.101
H -1.93 6.47 -1.33 0.096
H -3.29 4.58 -0.52 0.096
H -2.10 1.47 0.79 0.114
H -3.03 3.67 2.68 0.079
H -1.53 2.76 2.91 0.062
H -3.07 1.92 3.00 0.076
H -4.48 3.36 0.80 0.074
H -4.48 1.60 0.90 0.053
H -4.03 2.39 -0.61 0.036
H 1.70 1.01 1.56 0.102
H 3.86 2.02 0.71 0.100
H 5.38 2.25 -1.24 0.080
H 4.36 2.20 -3.53 0.095
H 2.00 1.68 -3.85 0.110
H -2.56 0.85 -5.36 0.095
H -1.54 -1.17 -6.35 0.088
H 0.40 -2.22 -5.25 0.104
H 1.88 -1.11 -2.04 0.098
H 1.45 -3.53 -3.86 0.079
H 0.47 -3.27 -2.43 0.042
H 2.21 -3.51 -2.27 0.074
H 2.81 -1.76 -4.87 0.075
H 3.80 -1.91 -3.42 0.080
H 3.27 -0.31 -3.97 0.050
H -1.67 2.12 -2.03 0.108
H -3.38 2.71 -4.50 0.069
H -3.63 3.27 -2.85 0.064
H -3.86 1.56 -3.25 0.048
H -0.94 3.51 -4.63 0.081
H 0.10 3.30 -3.21 0.066
H -1.32 4.34 -3.11 0.057
O 1.02 -3.55 0.23 -0.414
S 0.37 -3.78 1.52 0.443
O 1.30 -4.21 2.55 -0.385
O -0.46 -2.65 1.93 -0.429
C -0.80 -5.16 1.39 -0.184
C -0.72 -6.08 2.43 -0.071
C -1.62 -7.12 2.55 -0.103
C -2.64 -7.25 1.63 -0.096
C -2.73 -6.35 0.58 -0.078
C -1.82 -5.31 0.43 -0.203
S -1.99 -4.35 -1.08 0.447
O -0.99 -4.94 -1.95 -0.308
O -3.36 -4.56 -1.53 -0.341
O -1.70 -2.98 -0.68 -0.516
H 0.08 -5.95 3.15 0.102
H -1.53 -7.82 3.38 0.095
H -3.37 -8.05 1.71 0.094
H -3.51 -6.44 -0.17 0.105
O 3.85 -3.10 -0.15 -0.074
H 2.95 -3.37 0.09 -0.007
H 3.74 -2.20 -0.48 0.016
O -0.77 0.02 3.13 -0.111
H -0.50 0.75 2.54 -0.003
H -0.92 -0.75 2.56 -0.026
Se 1.54 -1.79 4.30 1.249
N 2.43 -1.06 2.97 -0.175
C 3.60 -0.67 3.47 -0.384
C 4.64 -0.08 2.69 -0.025
C 5.79 0.29 3.31 -0.094
C 5.98 0.09 4.72 -0.108
C 5.02 -0.49 5.48 -0.048
C 3.79 -0.90 4.87 -0.411
N 2.79 -1.49 5.51 -0.247
H 4.49 0.05 1.63 0.097
H 6.59 0.74 2.73 0.094
H 6.91 0.40 5.17 0.089
H 5.16 -0.66 6.54 0.101
```



# 2
Formula: C49H58AsN2PRuS3Se2
Source: the Open Molecules 2025 dataset
Level of theory: the ωB97M-V functional and the def2-TZVPD basis

Summary:
total energy: -10680.7368 Eh
expectation value of S²: 1.05
Kohn-Sham gap (alpha / beta): 5.77 / 6.86 eV
2S+1: 2
E_HOMO (alpha / beta): -0.355 / -0.362 Ha
net charge: +1

```
117
Properties=species:S:1:pos:R:3:lowdin_charge:R:1
Ru 0.19 0.34 0.04 0.564
C 3.15 -5.55 -3.28 -0.035
C 2.15 -5.78 -2.14 -0.557
C 0.92 -6.53 -2.66 -0.030
C 2.82 -6.64 -1.07 -0.057
C 1.73 -4.43 -1.60 -0.138
C 1.89 -4.06 -0.27 0.031
C 1.56 -2.77 0.12 -0.138
N 1.08 -1.86 -0.71 0.012
C 0.84 -2.21 -1.98 -0.220
C 1.18 -3.47 -2.45 0.058
C 0.22 -1.18 -2.82 -0.211
C -0.30 -1.44 -4.09 0.071
C -0.88 -0.44 -4.85 -0.135
C -0.95 0.83 -4.26 0.021
C -0.41 1.02 -3.01 -0.163
N 0.17 0.06 -2.30 -0.020
C -1.40 -0.65 -6.26 -0.556
C -1.03 -2.03 -6.81 -0.054
C -0.79 0.41 -7.18 -0.037
C -2.93 -0.52 -6.25 -0.028
H 3.54 -6.50 -3.64 0.091
H 3.99 -4.95 -2.93 0.094
H 2.70 -5.04 -4.12 0.077
H 1.22 -7.50 -3.05 0.092
H 0.42 -5.99 -3.46 0.079
H 0.20 -6.69 -1.86 0.095
H 3.17 -7.57 -1.51 0.091
H 2.13 -6.89 -0.27 0.090
H 3.69 -6.13 -0.65 0.089
H 2.27 -4.74 0.47 0.111
H 1.69 -2.46 1.16 0.071
H 1.02 -3.71 -3.49 0.110
H -0.25 -2.45 -4.47 0.103
H -1.41 1.66 -4.77 0.120
H -0.42 2.00 -2.54 0.070
H 0.05 -2.19 -6.78 0.091
H -1.35 -2.11 -7.85 0.092
H -1.52 -2.83 -6.26 0.087
H 0.30 0.39 -7.12 0.094
H -1.13 1.41 -6.93 0.078
H -1.07 0.22 -8.21 0.091
H -3.37 -1.30 -5.64 0.092
H -3.31 -0.61 -7.27 0.093
H -3.23 0.45 -5.86 0.083
C 2.68 2.22 -3.09 -0.345
Se 2.28 2.13 -1.17 0.858
C 3.44 0.59 -0.77 -0.521
C 3.65 0.43 0.72 -0.506
Se 2.19 1.28 1.73 0.839
C 2.76 0.74 3.51 -0.322
H 2.12 3.05 -3.51 0.028
H 2.41 1.29 -3.57 0.025
H 3.75 2.41 -3.19 0.032
H 4.39 0.76 -1.29 0.076
H 2.95 -0.29 -1.21 0.044
H 4.57 0.91 1.05 0.079
H 3.66 -0.63 1.01 0.066
H 3.20 -0.25 3.47 0.035
H 1.88 0.71 4.15 0.015
H 3.48 1.47 3.89 0.040
S -3.17 -1.72 2.51 0.574
C -1.83 -1.38 1.58 -1.851
S -0.31 -1.02 2.27 0.559
S -1.94 -1.38 -0.12 0.618
C -0.88 3.99 0.29 -0.388
C -0.90 4.35 -1.18 -0.444
As -1.17 6.30 -1.53 1.308
C 0.08 7.09 -0.25 -0.425
C 1.30 6.51 0.07 -0.124
C 2.17 7.15 0.95 -0.083
C 1.83 8.38 1.49 -0.083
C 0.63 8.98 1.15 -0.077
C -0.23 8.34 0.28 -0.137
C -2.84 6.44 -0.51 -0.414
C -2.91 6.67 0.86 -0.133
C -4.14 6.70 1.51 -0.080
C -5.31 6.50 0.80 -0.096
C -5.25 6.26 -0.57 -0.096
C -4.03 6.23 -1.21 -0.128
P -1.35 2.23 0.60 1.000
C -1.43 2.24 2.42 -0.384
C -2.49 1.66 3.12 -0.119
C -2.45 1.59 4.50 -0.062
C -1.34 2.05 5.20 -0.066
C -0.29 2.63 4.51 -0.088
C -0.33 2.72 3.13 -0.167
C -3.10 2.24 0.10 -0.356
C -4.02 3.09 0.71 -0.086
C -5.35 3.04 0.32 -0.070
C -5.77 2.15 -0.66 -0.058
C -4.85 1.32 -1.27 -0.064
C -3.51 1.38 -0.91 -0.140
H -1.61 4.59 0.85 0.065
H 0.11 4.17 0.71 0.060
H -1.73 3.85 -1.69 0.052
H 0.04 4.03 -1.66 0.018
H 1.59 5.56 -0.37 0.086
H 3.11 6.68 1.20 0.103
H 2.51 8.87 2.17 0.105
H 0.38 9.94 1.56 0.107
H -1.17 8.82 0.00 0.105
H -2.01 6.85 1.43 0.100
H -4.18 6.88 2.57 0.109
H -6.26 6.54 1.30 0.108
H -6.16 6.11 -1.13 0.109
H -3.98 6.05 -2.28 0.094
H -3.35 1.27 2.59 0.088
H -3.27 1.15 5.04 0.113
H -1.30 1.98 6.27 0.108
H 0.58 2.99 5.04 0.109
H 0.49 3.20 2.60 0.057
H -3.72 3.77 1.49 0.109
H -6.06 3.69 0.80 0.104
H -6.81 2.11 -0.93 0.110
H -5.16 0.62 -2.03 0.108
H -2.79 0.74 -1.39 0.026
```



# 3
Formula: C49H59Cl5F3MnNP2Si
Source: the Open Molecules 2025 dataset
Level of theory: the ωB97M-V functional and the def2-TZVPD basis

Summary:
total energy: -6680.8968 Eh
expectation value of S²: 6.15
Kohn-Sham gap (alpha / beta): 6.88 / 7.15 eV
2S+1: 5
E_HOMO (alpha / beta): -0.392 / -0.396 Ha
net charge: +1

```
121
Properties=species:S:1:pos:R:3:lowdin_charge:R:1
Mn -0.04 -1.75 -0.47 0.470
C 3.36 -3.18 -0.23 -0.247
Si 2.39 -1.77 -1.00 0.894
C 3.73 -0.63 -1.62 -0.336
C 4.89 -1.28 -2.09 -0.109
C 5.95 -0.57 -2.62 -0.059
C 5.88 0.82 -2.68 -0.043
C 4.76 1.47 -2.21 -0.083
C 3.67 0.77 -1.69 -0.371
P 2.14 1.60 -1.13 1.059
C 2.65 2.44 0.46 -0.430
C 3.59 3.64 0.34 -0.201
C 3.98 4.18 1.72 -0.192
C 2.75 4.54 2.54 -0.199
C 1.81 3.35 2.66 -0.195
C 1.42 2.81 1.29 -0.230
C 1.98 2.96 -2.38 -0.433
C 0.75 3.83 -2.01 -0.195
C 0.00 4.49 -3.18 -0.189
C 0.78 4.43 -4.49 -0.200
C 1.05 2.97 -4.81 -0.194
C 2.03 2.36 -3.81 -0.213
C 0.78 -1.00 1.25 -0.292
C 1.97 -0.98 1.98 -0.132
C 1.98 -0.62 3.32 -0.063
C 0.80 -0.28 3.98 -0.060
C -0.39 -0.27 3.27 -0.071
C -0.40 -0.61 1.92 -0.393
P -1.78 -0.54 0.75 1.093
C -2.04 1.22 0.32 -0.410
C -2.17 2.26 1.46 -0.179
C -3.55 2.90 1.50 -0.196
C -3.87 3.61 0.18 -0.174
C -3.41 2.79 -1.05 -0.169
C -3.20 1.33 -0.69 -0.203
C -3.29 -1.30 1.44 -0.395
C -3.99 -0.51 2.58 -0.174
C -4.10 -1.33 3.86 -0.201
C -4.81 -2.67 3.63 -0.177
C -4.28 -3.39 2.37 -0.170
C -3.00 -2.75 1.85 -0.240
H 4.36 -2.87 0.08 0.042
H 3.47 -4.00 -0.95 0.046
H 2.82 -3.60 0.62 0.020
H 4.97 -2.36 -2.04 0.093
H 6.82 -1.09 -2.99 0.113
H 6.71 1.38 -3.09 0.116
H 4.72 2.55 -2.28 0.100
H 3.19 1.64 1.00 0.112
H 3.09 4.43 -0.22 0.108
H 4.50 3.38 -0.22 0.099
H 4.64 5.04 1.60 0.113
H 4.56 3.41 2.25 0.118
H 2.22 5.37 2.05 0.118
H 3.05 4.90 3.53 0.112
H 0.91 3.62 3.22 0.111
H 2.31 2.55 3.23 0.108
H 0.86 3.59 0.75 0.099
H 0.75 1.95 1.38 0.078
H 2.86 3.60 -2.27 0.090
H 1.09 4.61 -1.33 0.100
H 0.03 3.23 -1.43 0.068
H -0.25 5.52 -2.92 0.111
H -0.95 3.98 -3.35 0.100
H 1.72 4.99 -4.41 0.121
H 0.20 4.90 -5.29 0.113
H 1.45 2.84 -5.82 0.114
H 0.10 2.43 -4.78 0.087
H 3.05 2.52 -4.18 0.108
H 1.91 1.28 -3.79 0.069
H 2.92 -1.26 1.53 0.077
H 2.92 -0.61 3.87 0.115
H 0.81 -0.02 5.03 0.114
H -1.31 0.00 3.77 0.102
H -1.12 1.43 -0.24 0.060
H -1.42 3.04 1.28 0.106
H -1.90 1.83 2.43 0.088
H -3.60 3.61 2.32 0.118
H -4.31 2.15 1.71 0.094
H -3.39 4.59 0.16 0.111
H -4.94 3.79 0.12 0.111
H -2.46 3.18 -1.43 0.097
H -4.12 2.89 -1.86 0.116
H -2.98 0.73 -1.58 0.083
H -4.12 0.92 -0.26 0.116
H -3.96 -1.34 0.58 0.117
H -5.00 -0.25 2.25 0.123
H -3.50 0.44 2.78 0.077
H -4.62 -0.75 4.62 0.118
H -3.10 -1.52 4.27 0.100
H -5.88 -2.49 3.52 0.112
H -4.69 -3.30 4.51 0.110
H -5.02 -3.37 1.57 0.117
H -4.10 -4.45 2.59 0.112
H -2.61 -3.31 0.99 0.045
H -2.23 -2.77 2.62 0.099
Cl -0.29 0.02 -2.52 0.703
C -1.48 -1.22 -2.86 -0.683
C -1.39 -2.35 -2.05 -0.259
C -2.42 -3.26 -2.25 -0.667
Cl -2.55 -4.68 -1.24 0.707
C -3.42 -3.09 -3.21 -0.708
Cl -4.66 -4.27 -3.41 0.701
C -3.43 -1.95 -4.01 -0.705
Cl -4.65 -1.72 -5.19 0.716
C -2.44 -0.98 -3.82 -0.716
Cl -2.44 0.47 -4.74 0.710
F 0.42 -8.14 2.82 0.153
C 0.65 -7.98 1.51 -0.585
F -0.24 -8.72 0.84 0.162
F 1.87 -8.46 1.24 0.160
C 0.54 -6.53 1.10 -0.084
C 0.20 -5.55 2.01 0.046
C 0.11 -4.24 1.56 -0.102
N 0.31 -3.91 0.28 -0.014
C 0.63 -4.86 -0.59 -0.174
C 0.78 -6.19 -0.23 0.029
H 0.01 -5.78 3.05 0.130
H -0.12 -3.43 2.24 0.105
H 0.77 -4.55 -1.62 0.114
H 1.05 -6.93 -0.96 0.139
```



# 4
Formula: C49H60BrN8O4PReSSe2Si
Source: the Open Molecules 2025 dataset
Level of theory: the ωB97M-V functional and the def2-TZVPD basis

Summary:
total energy: -11126.0189 Eh
expectation value of S²: 0.76
Kohn-Sham gap (alpha / beta): 5.71 / 5.55 eV
2S+1: 2
E_HOMO (alpha / beta): -0.430 / -0.424 Ha
net charge: +2

```
128
Properties=species:S:1:pos:R:3:lowdin_charge:R:1
Re 0.72 -0.21 -1.00 1.227
O 3.52 -4.34 2.16 0.149
C 2.37 -4.03 2.72 -0.496
O 1.97 -4.52 3.74 0.127
C 1.52 -3.01 2.01 -0.036
C 0.30 -2.58 2.49 0.019
N -0.18 -1.67 1.63 0.015
N 0.67 -1.46 0.61 -0.134
C 1.71 -2.27 0.84 -0.154
C 2.81 -2.16 -0.16 -0.533
O 3.84 -2.80 -0.05 0.084
O 2.52 -1.33 -1.11 -0.194
H 3.71 -3.84 1.32 0.079
H -0.24 -2.88 3.38 0.150
H -1.00 -1.09 1.74 0.058
Se -3.04 -1.15 -3.10 0.796
Se -2.50 -1.10 -0.84 0.709
C -2.25 0.79 -0.74 -0.689
C -3.29 1.65 -0.49 -0.094
C -3.05 3.02 -0.47 -0.043
C -1.76 3.46 -0.71 -0.040
C -0.76 2.53 -0.93 -0.147
N -0.97 1.20 -0.94 -0.155
C -1.58 -0.20 -3.89 -0.537
C -1.91 0.82 -4.77 -0.059
C -0.92 1.52 -5.45 0.001
C 0.41 1.23 -5.19 0.002
C 0.70 0.22 -4.30 -0.030
N -0.28 -0.49 -3.69 -0.191
H -4.28 1.25 -0.32 0.118
H -3.85 3.72 -0.27 0.127
H -1.51 4.51 -0.70 0.123
H 0.27 2.84 -1.08 0.090
H -2.95 1.07 -4.92 0.115
H -1.19 2.30 -6.14 0.131
H 1.22 1.75 -5.67 0.129
H 1.70 -0.09 -4.04 0.122
C -0.80 2.20 7.04 -0.076
C -0.28 1.88 5.63 -0.624
C 0.00 0.37 5.56 -0.109
C 1.08 2.58 5.45 -0.100
Si -1.54 2.49 4.32 0.555
Br -0.79 1.46 2.37 0.613
C -1.43 4.36 3.89 -0.624
C -0.13 4.74 3.17 -0.111
C -2.57 4.78 2.95 -0.096
C -1.54 5.19 5.17 -0.076
C -3.32 1.81 4.53 -0.625
C -4.07 2.65 5.58 -0.076
C -3.30 0.35 5.02 -0.098
C -4.13 1.81 3.23 -0.112
H -0.03 1.92 7.77 0.097
H -1.70 1.64 7.29 0.071
H -1.00 3.26 7.19 0.075
H 0.75 0.12 6.31 0.095
H 0.41 0.08 4.59 0.033
H -0.87 -0.24 5.76 0.062
H 1.79 2.17 6.17 0.094
H 1.03 3.65 5.63 0.069
H 1.49 2.41 4.45 0.059
H -0.06 4.24 2.20 0.041
H 0.77 4.50 3.74 0.060
H -0.13 5.81 2.99 0.092
H -2.56 4.19 2.02 0.048
H -2.43 5.83 2.68 0.095
H -3.56 4.69 3.40 0.071
H -0.69 5.06 5.83 0.071
H -2.45 4.98 5.74 0.075
H -1.58 6.25 4.90 0.096
H -3.55 2.69 6.54 0.075
H -5.05 2.19 5.76 0.096
H -4.25 3.67 5.24 0.071
H -2.88 0.25 6.02 0.070
H -2.74 -0.30 4.34 0.068
H -4.33 -0.02 5.06 0.094
H -4.25 2.81 2.79 0.059
H -5.13 1.43 3.44 0.094
H -3.68 1.16 2.47 0.039
N 0.11 -1.49 -2.77 -0.265
P 0.38 -2.95 -3.55 1.041
C -0.39 -2.93 -5.17 -0.297
C 0.33 -2.44 -6.26 -0.072
C -0.26 -2.34 -7.51 -0.050
C -1.57 -2.76 -7.69 -0.045
C -2.29 -3.28 -6.62 -0.049
C -1.71 -3.36 -5.36 -0.118
C 2.11 -3.34 -3.88 -0.290
C 3.16 -2.44 -3.69 -0.088
C 4.45 -2.80 -4.03 -0.045
C 4.71 -4.05 -4.58 -0.043
C 3.66 -4.95 -4.79 -0.047
C 2.37 -4.59 -4.44 -0.067
C -0.33 -4.28 -2.58 -0.282
C -0.43 -4.15 -1.20 -0.084
C -0.87 -5.21 -0.42 -0.045
C -1.22 -6.41 -1.03 -0.040
C -1.14 -6.54 -2.41 -0.044
C -0.69 -5.48 -3.18 -0.088
H 1.37 -2.15 -6.13 0.112
H 0.31 -1.96 -8.34 0.116
H -2.03 -2.70 -8.67 0.118
H -3.30 -3.63 -6.77 0.119
H -2.27 -3.78 -4.54 0.089
H 2.99 -1.50 -3.20 0.067
H 5.26 -2.11 -3.86 0.116
H 5.72 -4.33 -4.84 0.118
H 3.86 -5.92 -5.21 0.117
H 1.58 -5.30 -4.61 0.102
H -0.17 -3.21 -0.73 0.052
H -0.93 -5.11 0.65 0.112
H -1.56 -7.24 -0.42 0.119
H -1.42 -7.47 -2.88 0.119
H -0.64 -5.60 -4.26 0.106
C 5.61 2.88 -2.43 -0.088
C 4.23 3.44 -2.07 -0.233
C 3.52 2.61 -1.07 -0.578
N 2.43 1.97 -1.29 0.006
N 2.00 1.23 -0.22 -0.193
C 2.78 1.34 0.84 -0.655
N 2.57 0.72 2.00 0.144
S 4.14 2.38 0.55 1.176
H 6.09 3.51 -3.17 0.083
H 5.52 1.87 -2.84 0.080
H 6.26 2.84 -1.56 0.072
H 3.59 3.49 -2.95 0.113
H 4.33 4.46 -1.69 0.119
H 3.20 0.85 2.78 0.118
H 1.65 0.37 2.20 0.020
```



The records above yield relative energy (zero: lowest compared OMol25 entry of this formula, charge and spin) values of 0.000 1.734 2.629 0.000 eV, respectively.